{"formula": "C7H10N2", "method": "wB97M-V/def2-TZVPD", "elements": ["C", "C", "C", "C", "C", "C", "C", "H", "H", "H", "H", "H", "H", "H", "H", "H", "H", "N", "N"], "positions_angstrom": [[1.720, 0.333, -0.102], [0.162, -1.391, 0.297], [-1.248, -0.998, -0.008], [-1.366, 0.166, -0.997], [-0.718, 1.371, -0.327], [0.694, 1.368, 0.176], [-0.594, -0.402, 1.197], [2.297, 0.229, 0.869], [2.402, 0.722, -0.861], [1.959, -1.569, -0.647], [0.328, -2.399, 0.718], [-2.030, -1.716, 0.103], [-1.017, -0.113, -1.982], [-2.414, 0.457, -1.111], [-1.213, 2.320, -0.498], [1.115, 2.303, 0.455], [-0.856, -0.745, 2.197], [1.207, -0.926, -0.571], [-0.428, 0.990, 1.090]], "gap_ev": 9.267, "e_above_lowest_kj_mol": 247.4, "energy_ha": -382.1579, "e_lumo_ev": 1.0, "smiles": "C1[C@H]2[C@H]3NC[C@H]4[C@@H]1N4[C@@H]23", "fmax_ev_per_a": 2.1}

{"formula": "C3H18NO6S", "method": "wB97M-V/def2-TZVPD", "elements": ["C", "C", "S", "N", "C", "O", "H", "H", "H", "H", "H", "H", "H", "H", "H", "H", "O", "H", "H", "O", "H", "H", "O", "H", "H", "O", "H", "H", "O"], "positions_angstrom": [[1.631, -0.437, 0.437], [2.802, -0.637, 1.418], [4.452, -0.182, 0.748], [0.526, 0.369, 0.917], [0.761, 1.791, 0.644], [0.336, 2.081, -0.695], [1.331, -1.384, 0.000], [2.086, 0.033, -0.472], [2.517, -0.084, 2.306], [2.867, -1.631, 1.870], [3.858, 0.949, 0.307], [-0.378, 0.083, 0.567], [1.809, 2.039, 0.529], [0.153, 2.324, 1.380], [-1.762, 2.985, -1.507], [-1.366, 2.926, -2.975], [-1.609, 3.551, -2.273], [-3.188, -1.641, 0.600], [-2.416, -0.200, -0.335], [-2.645, -1.346, -0.158], [-2.063, 0.786, -1.539], [-0.561, 1.706, -0.871], [-2.008, 0.931, -0.590], [-0.820, -2.734, -2.059], [-2.102, -2.746, -1.007], [-1.460, -3.242, -1.559], [-1.514, -2.148, 0.900], [-0.321, -1.708, 1.789], [-0.916, -2.433, 1.629]], "gap_ev": 8.723, "e_above_lowest_kj_mol": 0.0, "energy_ha": -1029.5057, "e_lumo_ev": 2.8, "fmax_ev_per_a": 3.1, "total_charge": -1}

{"formula": "C3H2F3N3", "method": "wB97M-V/def2-TZVPD", "elements": ["C", "C", "C", "N", "N", "N", "F", "F", "F", "H", "H"], "positions_angstrom": [[1.534, -0.551, -0.625], [-1.148, -1.255, 0.789], [0.424, 1.549, -0.524], [1.315, 0.758, -0.232], [0.943, -1.602, -0.362], [-1.455, -0.125, 1.079], [-1.610, -2.462, 0.878], [-0.534, 1.423, -1.436], [0.328, 2.741, 0.013], [2.494, -0.636, -1.158], [-2.291, 0.160, 1.579]], "gap_ev": [9.531, 8.622], "e_above_lowest_kj_mol": 353.3, "energy_ha": -579.2203, "e_lumo_ev": [-0.2, -0.4], "fmax_ev_per_a": 2.9}

{"formula": "C4H8O3", "method": "wB97M-V/def2-TZVPD", "elements": ["C", "O", "C", "C", "O", "O", "C", "H", "H", "H", "H", "H", "H", "H", "H"], "positions_angstrom": [[0.569, -2.404, 0.856], [0.636, -0.995, 0.467], [1.313, 0.384, -0.490], [-0.106, 0.511, -0.901], [-0.622, -0.354, -1.555], [-0.765, 1.526, -0.317], [-2.178, 1.285, -0.328], [0.813, -3.222, 0.153], [-0.488, -2.597, 1.156], [1.153, -2.570, 1.764], [1.734, 1.324, -0.043], [1.982, -0.011, -1.240], [-2.545, 1.150, -1.347], [-2.375, 0.368, 0.236], [-2.647, 2.143, 0.148]], "gap_ev": 9.129, "e_above_lowest_kj_mol": 467.3, "energy_ha": -382.7868, "e_lumo_ev": -0.2, "fmax_ev_per_a": 2.0}

{"formula": "C47H58BF2NO8SeTa", "method": "wB97M-V/def2-TZVPD", "elements": ["Ta", "C", "O", "C", "C", "C", "C", "C", "C", "C", "C", "C", "C", "C", "C", "C", "C", "C", "C", "C", "C", "C", "C", "C", "C", "C", "C", "C", "C", "C", "C", "C", "C", "O", "C", "C", "C", "C", "C", "O", "C", "C", "C", "C", "C", "C", "O", "C", "C", "C", "C", "H", "H", "H", "H", "H", "H", "H", "H", "H", "H", "H", "H", "H", "H", "H", "H", "H", "H", "H", "H", "H", "H", "H", "H", "H", "H", "H", "H", "H", "H", "H", "H", "H", "H", "H", "H", "H", "H", "H", "H", "H", "H", "H", "H", "H", "H", "H", "H", "H", "H", "H", "H", "H", "H", "H", "H", "H", "H", "O", "O", "F", "B", "F", "Se", "C", "N", "O", "O"], "positions_angstrom": [[0.015, 1.452, -2.876], [-2.607, 3.467, -2.369], [-1.747, 2.400, -1.900], [-2.047, 1.940, -0.587], [-2.938, 0.890, -0.436], [-3.595, 0.186, -1.603], [-2.964, -1.166, -1.818], [-3.630, -2.350, -1.553], [-3.023, -3.598, -1.709], [-1.710, -3.623, -2.170], [-1.010, -2.455, -2.449], [0.421, -2.454, -2.933], [1.373, -1.954, -1.866], [1.588, -2.744, -0.739], [2.426, -2.350, 0.296], [3.079, -1.126, 0.166], [2.897, -0.302, -0.931], [3.590, 1.040, -0.978], [2.936, 2.033, -0.047], [3.611, 2.559, 1.043], [3.017, 3.458, 1.931], [1.694, 3.819, 1.694], [0.983, 3.318, 0.612], [-0.449, 3.710, 0.335], [-1.410, 2.547, 0.484], [-1.667, 2.041, 1.753], [-2.532, 0.973, 1.964], [-3.165, 0.426, 0.850], [-2.792, 0.378, 3.346], [-4.287, 0.490, 3.675], [-1.997, 1.092, 4.439], [-2.378, -1.102, 3.335], [1.619, 2.430, -0.243], [0.903, 1.974, -1.315], [3.830, 4.012, 3.099], [4.314, 2.849, 3.977], [5.041, 4.777, 2.548], [3.010, 4.965, 3.969], [2.027, -0.735, -1.922], [1.788, 0.130, -3.027], [2.683, -0.082, -4.151], [2.642, -3.193, 1.550], [1.832, -4.489, 1.520], [4.130, -3.548, 1.673], [2.207, -2.377, 2.777], [-1.648, -1.244, -2.250], [-0.928, -0.110, -2.496], [-3.803, -4.866, -1.367], [-2.975, -6.130, -1.592], [-5.060, -4.944, -2.244], [-4.213, -4.815, 0.112], [-2.825, 4.122, -1.528], [-2.063, 4.010, -3.134], [-3.527, 3.043, -2.766], [-4.656, 0.058, -1.388], [-3.518, 0.776, -2.517], [-4.657, -2.290, -1.211], [-1.204, -4.567, -2.327], [0.706, -3.472, -3.202], [0.492, -1.846, -3.836], [1.060, -3.687, -0.686], [3.744, -0.781, 0.950], [4.628, 0.907, -0.672], [3.603, 1.437, -1.992], [4.640, 2.256, 1.195], [1.191, 4.515, 2.352], [-0.742, 4.488, 1.041], [-0.514, 4.140, -0.665], [-1.154, 2.501, 2.588], [-3.845, -0.410, 0.970], [-4.604, 1.535, 3.687], [-4.902, -0.042, 2.948], [-4.486, 0.062, 4.658], [-2.273, 2.146, 4.517], [-2.207, 0.624, 5.401], [-0.921, 1.024, 4.265], [-2.943, -1.676, 2.599], [-1.316, -1.203, 3.100], [-2.555, -1.546, 4.316], [4.947, 2.157, 3.420], [4.899, 3.233, 4.815], [3.468, 2.288, 4.379], [5.688, 4.135, 1.949], [4.720, 5.612, 1.922], [5.636, 5.177, 3.372], [2.147, 4.465, 4.414], [3.634, 5.333, 4.784], [2.661, 5.831, 3.404], [2.508, -1.075, -4.559], [2.471, 0.681, -4.891], [3.706, 0.008, -3.791], [2.118, -5.126, 0.682], [2.016, -5.049, 2.438], [0.759, -4.293, 1.461], [4.463, -4.137, 0.816], [4.755, -2.656, 1.733], [4.299, -4.136, 2.577], [1.153, -2.102, 2.704], [2.346, -2.967, 3.684], [2.790, -1.460, 2.881], [-2.673, -6.237, -2.636], [-2.081, -6.144, -0.965], [-3.574, -7.004, -1.331], [-4.793, -4.987, -3.302], [-5.631, -5.842, -2.000], [-5.712, -4.083, -2.095], [-3.333, -4.755, 0.756], [-4.850, -3.955, 0.327], [-4.769, -5.716, 0.377], [0.212, 0.976, -4.816], [-1.097, 1.599, -4.757], [3.023, 4.956, -2.301], [2.206, 4.098, -2.862], [2.691, 3.009, -3.462], [-1.196, 3.070, -5.867], [-2.136, 2.131, -7.145], [-2.709, 1.545, -7.953], [0.151, 3.351, -3.575], [0.858, 4.341, -2.832]], "gap_ev": 7.252, "e_above_lowest_kj_mol": 0.0, "energy_ha": -5165.4505, "e_lumo_ev": -3.6, "fmax_ev_per_a": 0.5, "total_charge": 1}

{"formula": "C6H14N2O2", "method": "wB97M-V/def2-TZVPD", "elements": ["C", "C", "C", "C", "C", "C", "H", "H", "H", "H", "H", "H", "H", "H", "H", "H", "H", "H", "H", "H", "N", "N", "O", "O"], "positions_angstrom": [[-3.360, -1.179, -0.400], [-2.408, -0.240, 0.332], [-1.034, 1.804, 0.112], [0.502, -0.637, -0.843], [1.830, 0.004, -0.414], [3.835, -0.404, 0.684], [-3.519, -0.994, -1.445], [-4.345, -1.147, 0.078], [-2.964, -2.186, -0.285], [-2.363, 1.037, -1.345], [-0.661, 1.384, 1.085], [-0.208, 1.905, -0.553], [-1.495, 2.794, 0.374], [0.501, -1.796, -0.802], [0.451, -0.451, -1.932], [-0.313, -0.130, -0.325], [2.599, -1.843, -0.339], [3.627, 0.712, 0.822], [3.694, -0.916, 1.665], [4.958, -0.676, 0.316], [-1.994, 0.843, -0.407], [2.843, -0.825, -0.209], [-2.134, -0.465, 1.498], [1.872, 1.226, -0.228]], "gap_ev": 10.319, "e_above_lowest_kj_mol": 164.1, "energy_ha": -496.9950, "e_lumo_ev": 0.8, "smiles": "CNC(C)=O.CNC(C)=O", "fmax_ev_per_a": 3.5}

{"formula": "C11H14N2O", "method": "wB97M-V/def2-TZVPD", "elements": ["C", "C", "C", "C", "C", "C", "C", "O", "H", "H", "H", "H", "H", "H", "H", "H", "C", "C", "C", "C", "N", "N", "H", "H", "H", "H", "H", "H"], "positions_angstrom": [[-1.769, 2.491, -4.515], [-1.430, 0.659, -0.689], [-1.771, -0.128, -1.771], [-1.096, 1.996, -0.845], [-1.819, 0.438, -3.045], [-1.147, 2.561, -2.102], [-1.604, 1.794, -3.185], [-1.217, 0.121, 0.557], [-1.370, -0.824, 0.471], [-2.149, -1.121, -1.563], [-0.806, 2.576, 0.015], [-2.054, -0.179, -3.904], [-0.989, 3.613, -2.315], [-1.764, 1.811, -5.366], [-1.052, 3.293, -4.644], [-2.772, 2.926, -4.597], [1.584, 0.404, 3.150], [1.053, -1.850, 1.998], [1.839, -1.020, 2.726], [2.890, -2.871, 2.645], [1.725, -3.073, 1.960], [2.984, -1.673, 3.137], [0.036, -1.734, 1.695], [1.719, -3.657, 1.143], [0.521, 0.554, 3.349], [1.891, 1.141, 2.419], [3.588, -3.682, 2.609], [2.146, 0.496, 4.079]], "gap_ev": 9.093, "e_above_lowest_kj_mol": 149.2, "energy_ha": -612.2939, "e_lumo_ev": 0.6, "smiles": "Cc1ccc(O)cc1.Cc1c[nH]cn1", "fmax_ev_per_a": 1.3}

{"formula": "C14H14F5IN2Sn", "method": "wB97M-V/def2-TZVPD", "elements": ["C", "C", "H", "H", "H", "H", "H", "H", "C", "C", "C", "C", "H", "H", "H", "H", "N", "C", "C", "N", "C", "C", "C", "H", "H", "C", "H", "H", "Sn", "I", "F", "C", "F", "C", "F", "F", "F"], "positions_angstrom": [[-3.363, -4.814, -0.718], [-3.915, -4.231, -2.022], [-2.498, -5.459, -0.906], [-4.119, -5.415, -0.201], [-3.043, -4.021, -0.033], [-3.223, -3.499, -2.453], [-4.077, -5.015, -2.770], [-4.873, -3.726, -1.857], [2.214, -0.725, 1.845], [3.531, -0.521, 2.238], [4.276, 0.474, 1.606], [3.675, 1.227, 0.604], [1.577, -1.483, 2.295], [3.958, -1.134, 3.025], [5.307, 0.661, 1.887], [4.237, 2.006, 0.101], [1.630, 0.001, 0.878], [2.345, 0.973, 0.254], [1.625, 1.717, -0.791], [0.330, 1.342, -1.011], [-0.379, 1.988, -1.957], [1.469, 3.411, -2.505], [0.148, 3.020, -2.720], [-1.400, 1.649, -2.088], [-0.472, 3.502, -3.468], [2.207, 2.750, -1.532], [3.236, 3.035, -1.345], [1.916, 4.214, -3.083], [-0.380, -0.200, 0.169], [-1.126, -2.130, 1.713], [-2.930, 0.367, 1.556], [-1.766, 1.062, 1.279], [-2.097, 2.147, 0.488], [-1.146, 1.581, 2.578], [-2.052, 2.401, 3.226], [-0.816, 0.535, 3.418], [-0.005, 2.312, 2.297]], "gap_ev": [6.226, 4.717], "e_above_lowest_kj_mol": 177.0, "energy_ha": -1662.6939, "e_lumo_ev": [-0.7, -1.2], "fmax_ev_per_a": 3.0}